#i
{"formula": "C7H12OS", "method": "the ωB97M-V functional and the def2-TZVPD basis", "elements": ["C", "C", "C", "C", "C", "C", "C", "O", "S", "H", "H", "H", "H", "H", "H", "H", "H", "H", "H", "H", "H"], "positions_angstrom": [[-2.31, -0.04, 0.49], [0.61, -0.12, 0.86], [-1.51, -1.09, -0.15], [-0.18, -1.32, 0.69], [3.11, 0.31, 0.25], [1.68, 0.29, -0.12], [-1.19, 1.96, -0.93], [2.41, 1.49, 0.16], [-1.56, 1.39, 0.77], [-3.00, -0.30, 1.37], [0.74, 0.20, 1.80], [-1.99, -2.10, -0.08], [-1.16, -0.81, -1.17], [0.36, -2.01, 0.17], [-0.57, -1.79, 1.66], [3.59, 0.12, 1.32], [3.74, 0.01, -0.58], [1.42, 0.27, -1.17], [-1.17, 1.28, -1.76], [-1.98, 2.77, -1.25], [-0.17, 2.44, -1.07]], "lowdin_charge": [-0.5581, -0.1391, -0.2812, -0.2256, -0.1523, -0.2792, -0.3648, -0.0547, 0.9429, 0.0778, 0.0510, 0.1129, 0.1012, 0.0836, 0.1437, 0.1587, 0.0938, 0.1403, 0.0227, 0.0707, 0.0558], "homo_lumo_gap_ev": [7.28, 7.64], "lumo_ev": [0.3, 0.5]}


#ii
{"formula": "C7H12OS", "method": "the ωB97M-V functional and the def2-TZVPD basis", "elements": ["C", "C", "C", "C", "C", "C", "C", "O", "S", "H", "H", "H", "H", "H", "H", "H", "H", "H", "H", "H", "H"], "positions_angstrom": [[0.02, -1.05, 0.08], [-0.03, 0.02, -0.79], [-1.26, -1.28, 0.82], [-1.31, 0.90, -0.66], [1.12, -2.00, 0.00], [1.02, 0.32, -1.76], [-0.97, 2.28, -0.09], [-3.50, -0.65, -0.26], [-2.49, 0.02, 0.60], [-1.77, -2.16, 0.46], [-0.97, -1.55, 1.91], [-1.89, 0.95, -1.49], [1.61, -1.95, 0.93], [1.90, -1.67, -0.71], [0.87, -3.04, -0.23], [1.96, 0.81, -1.35], [0.74, 0.83, -2.64], [1.39, -0.61, -2.16], [-1.00, 2.22, 0.96], [-1.70, 2.92, -0.46], [-0.03, 2.61, -0.38]], "lowdin_charge": [-0.2966, -0.2310, -0.3080, -0.3365, -0.0517, -0.0673, -0.0785, -0.5535, 0.9725, 0.0867, 0.1245, 0.0735, 0.0686, 0.0763, 0.0977, 0.1208, 0.0675, 0.0639, 0.0588, 0.0584, 0.0539], "homo_lumo_gap_ev": 9.67, "lumo_ev": 0.8}


Most stable structure among those shown: #ii. Next: +3.504 eV.